Record 1
The following is a DFT calculation (ωB97M-V with the def2-TZVPD basis set) of an isolated molecule of C6H5NO.

Its molar mass is 107.11 g mol⁻¹. The calculation puts the lowest unoccupied orbital energy at -0.048 Ha. The calculation puts the HOMO energy at -9.57 eV. For the energy above the lowest of the compared OMol25 structures with the same formula, charge and spin, the calculation gives 3.282 eV. As for the HOMO-LUMO gap: 8.3 eV. As for the SMILES: C=C/C=C\C(=O)C#N. As for the total energy: -361.4636 hartree. The maximum force is 8.9 eV Å⁻¹.

```
! RIJCOSX wB97M-V def2-TZVPD def2/J DEFGRID3
* xyz 0 1
C -0.912 0.870 0.889
C -1.528 0.072 -0.048
C -0.647 -1.020 -0.703
C 0.723 -1.298 -0.421
C 1.687 -0.171 -0.136
C 1.320 1.310 -0.506
H -1.584 1.661 1.433
H 0.138 0.486 1.199
H -2.576 0.061 -0.319
H -1.296 -1.856 -0.712
H 1.225 -2.228 -0.373
N 0.744 2.368 -0.820
O 2.704 -0.254 0.516
*
```

=====

Record 2
The following is a DFT calculation (ωB97M-V with the def2-TZVPD basis set) of an isolated molecule of C6H5NO.

Its molar mass is 107.11 g mol⁻¹. The calculation puts the lowest unoccupied orbital energy at 0.031 Ha. The calculation puts the HOMO energy at -10.29 eV. For the energy above the lowest of the compared OMol25 structures with the same formula, charge and spin, the calculation gives 3.363 eV. As for the HOMO-LUMO gap: 11.2 eV. As for the total energy: -361.4606 hartree. The maximum force is 4.9 eV Å⁻¹.

```
! RIJCOSX wB97M-V def2-TZVPD def2/J DEFGRID3
* xyz 0 1
C 1.210 -0.547 1.232
C 0.210 0.403 0.738
C 0.124 0.975 -0.659
C -1.159 -0.026 0.269
C -0.819 -0.934 -1.098
C 0.112 -0.185 -1.629
H 0.030 1.424 1.279
H 0.818 1.811 -0.629
H -1.917 -0.332 0.820
H -1.223 -1.963 -1.370
H 0.589 -0.096 -2.694
N 1.864 -1.371 1.743
O -1.177 1.329 -0.341
*
```

=====

Record 3
The following is a DFT calculation (ωB97M-V with the def2-TZVPD basis set) of a structure of composition C6H5NO.

Its molar mass is 107.11 g mol⁻¹. The calculation puts the lowest unoccupied orbital energy at -0.004 Ha. The calculation puts the HOMO energy at -9.51 eV. For the energy above the lowest of the compared OMol25 structures with the same formula, charge and spin, the calculation gives 3.252 eV. As for the HOMO-LUMO gap: 9.4 eV. As for the total energy: -361.4647 hartree. The maximum force is 13.3 eV Å⁻¹.

```
! RIJCOSX wB97M-V def2-TZVPD def2/J DEFGRID3
* xyz 0 1
C 1.990 0.376 0.058
C 0.472 0.106 0.068
C -0.293 1.349 0.026
C -1.761 1.105 -0.092
C -2.191 -0.350 -0.020
C -1.256 -1.286 0.035
H 2.074 1.538 0.728
H -0.171 2.240 -0.183
H -2.440 1.910 -0.122
H -3.047 -0.570 0.075
H -1.577 -2.512 0.133
N 0.067 -1.068 0.007
O 2.866 -0.366 -0.141
*
```

=====

Record 4
The following is a DFT calculation (ωB97M-V with the def2-TZVPD basis set) of an isolated molecule of C6H5NO2.

Its molar mass is 123.11 g mol⁻¹. The calculation puts the lowest unoccupied orbital energy at -0.006 Ha. The calculation puts the HOMO energy at -8.90 eV. For the energy above the lowest of the compared OMol25 structures with the same formula, charge and spin, the calculation gives 5.997 eV. As for the HOMO-LUMO gap: 8.7 eV. As for the SMILES: O=Nc1ccc(O)cc1. As for the total energy: -436.6756 hartree. The maximum force is 10.7 eV Å⁻¹.

```
! RIJCOSX wB97M-V def2-TZVPD def2/J DEFGRID3
* xyz 0 1
C 0.467 0.804 1.387
C 0.863 -0.511 1.361
C 0.468 -1.305 0.349
C -0.003 -0.598 -0.823
C -0.398 0.689 -0.861
C -0.162 1.594 0.405
H 0.096 2.139 2.647
H 1.853 -0.598 2.020
H 0.503 -2.325 0.583
H -1.018 0.837 -1.846
H -0.532 2.495 0.489
N -0.754 -1.510 -1.830
O 0.887 1.426 2.466
O -1.267 -0.929 -2.716
*
```

=====

Record 5
The following is a DFT calculation (ωB97M-V with the def2-TZVPD basis set) of an isolated molecule of C6H5NO2.

Its molar mass is 123.11 g mol⁻¹. The calculation puts the lowest unoccupied orbital energy at -0.021 Ha. The calculation puts the HOMO energy at -9.79 eV. For the energy above the lowest of the compared OMol25 structures with the same formula, charge and spin, the calculation gives 6.004 eV. As for the HOMO-LUMO gap: 9.2 eV. As for the SMILES: O=[N+]([O-])c1ccccc1. As for the total energy: -436.6753 hartree. The maximum force is 5.0 eV Å⁻¹.

```
! RIJCOSX wB97M-V def2-TZVPD def2/J DEFGRID3
* xyz 0 1
C 0.778 -0.294 -0.292
C 0.460 -0.653 1.012
C -0.940 -0.431 1.423
C -1.784 0.513 0.676
C -1.302 0.724 -0.627
C -0.052 0.369 -1.146
H 1.490 -0.776 1.798
H -1.306 -0.817 2.448
H -2.555 1.075 1.408
H -1.953 1.491 -1.281
H 0.169 0.545 -2.254
N 2.006 -0.530 -0.936
O 2.829 -0.933 -0.136
O 2.160 -0.283 -2.093
*
```

=====

Record 6
The following is a DFT calculation (ωB97M-V with the def2-TZVPD basis set) of an isolated molecule of C6H5NO2S.

Its molar mass is 155.18 g mol⁻¹. The calculation puts the lowest unoccupied orbital energy at -0.020 Ha. The calculation puts the HOMO energy at -8.87 eV. For the energy above the lowest of the compared OMol25 structures with the same formula, charge and spin, the calculation gives 6.868 eV. As for the HOMO-LUMO gap: 8.3 eV. As for the SMILES: C[C@]12C[C@@]1([N+](=O)[O-])C1=S2#C1. As for the total energy: -834.7380 hartree. The maximum force is 3.7 eV Å⁻¹.

```
! RIJCOSX wB97M-V def2-TZVPD def2/J DEFGRID3
* xyz 0 1
C 1.755 -0.565 0.323
C 2.208 -1.726 0.182
C -0.361 -0.038 1.271
C 0.797 0.407 0.431
C -0.337 -0.562 -0.138
C -1.391 -0.480 -1.194
N 0.999 1.800 0.058
O 2.019 1.958 -0.584
O 0.280 2.711 0.453
S 0.497 -2.155 -0.105
H -0.405 -0.649 2.179
H -1.030 0.761 1.530
H -0.973 -0.410 -2.191
H -2.093 0.313 -1.084
H -1.966 -1.365 -1.130
*
```